24
Properties=species:S:1:pos:R:3 method="wB97M-V/def2-TZVPD" charge=+2 fmax_ev_per_a=6.5 energy_ha=-986.00887
O 0.286 -4.072 -2.254
C 0.211 -2.938 -2.324
Hg 1.097 -0.302 -1.907
O -2.884 -0.061 -4.138
C -1.922 -0.136 -3.534
C 2.382 -0.041 -3.556
O 3.417 -0.004 -4.074
C 0.265 2.597 -2.282
O 0.162 3.726 -2.355
N -1.560 -1.334 1.298
C -1.260 -1.407 -0.008
N -0.279 -0.533 -0.286
C 0.034 0.158 0.894
C 1.009 1.132 1.112
C 1.167 1.587 2.423
C 0.382 1.045 3.453
C -0.588 0.056 3.220
C -0.753 -0.365 1.907
H -2.252 -1.919 1.771
H -1.747 -2.075 -0.723
H 1.583 1.489 0.254
H 1.908 2.360 2.637
H 0.542 1.413 4.462
H -1.200 -0.375 4.011